No. 1
187
Properties=species:S:1:pos:R:3 method="wB97M-V/def2-TZVPD" homo_lumo_gap_ev=9.137 total_energy_ev=-90653.921 fmax_ev_per_a=4.56 relative_energy_kcal_mol=22.6 lumo_ha=0.016 homo_ha=-0.31993
C 3.53441 -0.26873 4.96233
C 3.14972 0.39225 3.69148
C 4.49599 0.91149 3.14345
O 5.23631 1.20819 4.35728
C 4.79974 0.41313 5.46874
H 3.87657 -1.24637 4.62286
H 2.74392 -0.32009 5.71105
H 2.39746 1.16098 3.86823
H 2.68274 -0.20345 2.90715
H 4.41771 1.77506 2.48298
H 5.03146 0.15439 2.57060
H 4.60772 1.06860 6.31820
H 5.56883 -0.29673 5.77319
C -4.58439 -0.23950 1.56285
C -5.89159 0.30951 1.48035
C -6.43307 0.46856 2.89724
O -5.36257 -0.05808 3.75901
C -4.54766 -0.84302 2.92399
H -3.87188 0.58516 1.54376
H -4.35608 -0.94097 0.76041
H -6.55927 -0.35491 0.93185
H -5.95618 1.22502 0.89234
H -7.25524 -0.21539 3.10783
H -6.67066 1.48242 3.21933
H -5.03014 -1.81945 2.88047
H -3.55297 -1.02988 3.32869
C 1.94530 -5.14403 -2.60561
C 2.24838 -5.77125 -1.24179
C 1.27811 -4.95187 -0.37243
O 0.20226 -4.54823 -1.18168
C 0.45187 -4.84901 -2.57446
H 2.16708 -5.74867 -3.48500
H 2.56870 -4.26197 -2.75200
H 3.25317 -5.60917 -0.85161
H 1.90130 -6.79817 -1.12749
H 1.89284 -4.18678 0.10174
H 0.92674 -5.57377 0.45090
H 0.10963 -4.03032 -3.20748
H -0.15559 -5.71561 -2.83544
C -0.54806 7.19382 -0.33280
C -2.11128 7.20615 -0.25386
C -2.43577 6.46599 1.06940
O -1.23369 5.88509 1.56253
C -0.14971 6.01515 0.55698
H -0.15966 8.14116 0.04107
H -0.20495 7.16069 -1.36686
H -2.37151 6.61802 -1.13391
H -2.59533 8.17638 -0.36544
H -3.22872 5.74428 0.87325
H -2.92492 7.21694 1.68980
H -0.26361 5.13196 -0.07160
H 0.83059 6.02320 1.03346
C -0.17717 3.83991 -3.11194
C -0.15499 2.50983 -2.49784
C -0.79243 1.64320 -3.63405
O -0.30797 2.30363 -4.83575
C 0.30957 3.60203 -4.49627
H 0.26115 4.61200 -2.47959
H -1.22473 4.13957 -3.14217
H -0.76334 2.57411 -1.59569
H 0.86389 2.20364 -2.26070
H -1.87376 1.74982 -3.54775
H -0.44959 0.60854 -3.62831
H 0.18830 4.47600 -5.13625
H 1.36138 3.33025 -4.58534
C -1.26056 1.41627 5.92583
C -1.93902 2.29816 4.83098
C -3.40805 1.86434 5.14317
O -3.41558 0.68701 5.92703
C -2.11699 0.16838 5.97374
H -1.13900 1.76707 6.95065
H -0.24897 1.03403 5.78911
H -1.51677 2.00500 3.86981
H -1.72394 3.36418 4.90479
H -3.99450 1.79705 4.22684
H -3.81927 2.73411 5.65552
H -2.02580 -0.43418 5.07002
H -1.87814 -0.47468 6.82081
C -3.76255 3.90634 -1.78652
C -4.92141 3.09449 -1.13356
C -6.00412 3.07595 -2.24405
O -5.46580 3.81088 -3.28923
C -4.00407 3.72664 -3.23572
H -2.78453 3.50167 -1.52607
H -3.83532 4.94104 -1.45155
H -5.11806 3.47367 -0.13074
H -4.53072 2.07869 -1.07350
H -7.01199 3.42391 -2.01777
H -6.24621 2.03468 -2.45680
H -3.48164 4.41429 -3.90079
H -3.70647 2.77945 -3.68557
C 6.25227 -2.62136 0.23854
C 4.89062 -2.62235 -0.43275
C 4.12889 -1.81673 0.59970
O 4.60365 -2.29183 1.86555
C 5.94366 -2.68929 1.77276
H 6.83364 -1.72091 0.04031
H 6.87306 -3.49033 0.02036
H 4.54164 -3.64863 -0.54700
H 4.85222 -2.12775 -1.40332
H 3.05887 -2.02161 0.56510
H 4.33937 -0.75195 0.49946
H 6.00151 -3.73123 2.08759
H 6.60109 -1.96937 2.26020
C -2.76339 -0.84429 -6.94011
C -1.20290 -0.78959 -7.06021
C -0.77548 -1.34372 -5.73090
O -1.90186 -1.02026 -4.95858
C -2.98778 -0.23476 -5.62329
H -3.15931 -1.85977 -6.92783
H -3.28603 -0.30733 -7.73170
H -0.82642 0.21573 -7.24912
H -0.81549 -1.41720 -7.86278
H 0.13806 -0.81289 -5.46302
H -0.61939 -2.42143 -5.77871
H -2.80509 0.83907 -5.58292
H -3.94473 -0.56714 -5.22097
C 0.72780 -0.22140 0.62153
C 0.36258 -1.02096 -0.61181
C -0.95087 -1.71874 -0.16392
O -1.41855 -0.90431 0.88982
C -0.68547 0.28984 1.06187
H 1.27751 0.63111 0.22260
H 1.14064 -0.78125 1.46072
H 1.15555 -1.61275 -1.06907
H 0.04127 -0.37464 -1.42860
H -0.80008 -2.75235 0.14758
H -1.66046 -1.67840 -0.99032
H -0.63832 0.63059 2.09617
H -1.00498 1.13948 0.45845
C 5.94889 -0.73746 -3.62638
C 4.44110 -0.91513 -3.91934
C 3.89871 0.44307 -3.35240
O 5.06500 1.27302 -3.11559
C 6.18917 0.78131 -3.75319
H 6.64307 -1.27506 -4.27229
H 6.25023 -1.07487 -2.63469
H 4.04520 -1.75408 -3.34704
H 4.19683 -0.99774 -4.97840
H 3.27988 0.38321 -2.45710
H 3.20332 0.85383 -4.08439
H 7.10108 1.06616 -3.22842
H 6.08064 1.17031 -4.76562
C -1.70793 -5.25831 3.05201
C -2.26431 -5.54812 1.73123
C -3.43833 -4.54660 1.69063
O -3.14134 -3.53894 2.61516
C -1.88887 -3.81773 3.23060
H -0.66492 -5.47922 3.27879
H -2.24499 -5.62557 3.92653
H -2.60754 -6.57739 1.62681
H -1.49633 -5.22845 1.02687
H -4.34846 -5.12696 1.84215
H -3.42168 -4.22981 0.64781
H -1.68112 -3.42885 4.22746
H -1.22552 -3.13511 2.69947
C 4.92933 4.41660 -0.44684
C 3.66448 5.03988 0.17178
C 3.07132 3.87056 1.01235
O 3.49587 2.73827 0.26882
C 4.44447 3.00871 -0.71796
H 5.77364 4.39792 0.24229
H 5.12993 4.88590 -1.40997
H 3.01571 5.24887 -0.67881
H 3.89057 5.92686 0.76361
H 1.98990 4.00087 0.97181
H 3.50169 3.90319 2.01326
H 3.87262 2.97206 -1.64519
H 5.30998 2.34619 -0.70955
C -3.08913 -4.33565 -4.78589
C -4.32074 -3.84150 -4.09334
O -5.37565 -4.84133 -4.35428
H -3.32143 -4.33713 -5.85084
H -2.85336 -5.35614 -4.48406
H -2.18732 -3.79363 -4.50118
H -4.60713 -2.87564 -4.50949
H -4.30241 -3.84440 -3.00349
H -5.27845 -5.59124 -3.76285
C 1.51395 -3.03288 6.03636
C 1.22603 -2.28635 7.31533
O 1.75872 -3.09511 8.30398
H 1.01142 -2.40664 5.29922
H 1.16208 -4.06090 6.12276
H 2.56647 -3.17695 5.79234
H 0.15939 -2.19330 7.51960
H 1.74637 -1.33027 7.37240
H 2.62712 -2.78013 8.56525

No. 2
22
Properties=species:S:1:pos:R:3 method="wB97M-V/def2-TZVPD" homo_lumo_gap_ev=7.821 total_energy_ev=-18941.284 fmax_ev_per_a=6.57 relative_energy_kcal_mol=22.4 lumo_ha=0.000 smiles=Nc1n[nH]c2nnc(-c3ccco3)cc12 homo_ha=-0.28708
N -3.58142 -1.64878 0.43397
C -2.79797 -1.15589 -0.55893
N -3.28914 -1.18636 -1.73834
N -2.22523 -0.86599 -2.60597
C -1.07410 -0.47237 -1.92769
N 0.02735 0.06565 -2.31155
N 0.96767 0.38976 -1.49660
C 0.70640 0.21332 -0.15837
C 1.70919 0.68033 0.80738
C 3.00340 0.84536 0.33385
C 3.66471 1.39359 1.34579
C 2.78006 1.64577 2.39607
O 1.55891 1.24547 2.04885
C -0.42012 -0.38474 0.36085
C -1.37213 -0.77930 -0.58641
H -4.60951 -1.83442 0.14127
H -3.31916 -1.47791 1.38587
H -2.34199 -0.68523 -3.56833
H 3.45487 0.55801 -0.58785
H 4.76025 1.64965 1.44718
H 2.99083 2.13823 3.35019
H -0.59287 -0.33417 1.48878

No. 3
5
Properties=species:S:1:pos:R:3 method="wB97M-V/def2-TZVPD" homo_lumo_gap_ev=9.777 total_energy_ev=-26454.074 fmax_ev_per_a=2.20 relative_energy_kcal_mol=61.0 lumo_ha=-0.020 homo_ha=-0.37925
C -1.34599 0.05908 -1.23991
O 0.44345 -0.42511 0.95471
S -1.35668 1.60004 -1.29688
Cl 2.04646 -0.21447 1.41626
H 0.21275 -1.01954 0.16581